--- one ---
2 unconnected molecules or ions with the total composition C7H14N2, computed with wB97M-V/def2-TZVPD.

Calculated values
HOMO-LUMO gap = 9.42 eV
HOMO = -8.525 eV
SMILES string = CCc1c[nH]cn1.CC

```
! RIJCOSX wB97M-V def2-TZVPD def2/J DEFGRID3
* xyz 0 1
C -0.049 -0.471 1.798
C 0.816 0.580 1.124
C 1.278 0.215 -0.252
C 1.978 -0.922 -0.568
N 2.206 -0.815 -1.915
C 1.658 0.350 -2.342
N 1.095 0.981 -1.357
H 0.447 -1.442 1.808
H -1.010 -0.636 1.322
H -0.223 -0.137 2.797
H 0.362 1.574 1.060
H 1.649 0.848 1.775
H 2.348 -1.785 -0.044
H 2.819 -1.393 -2.464
H 1.637 0.498 -3.409
C -3.873 -0.466 0.775
C -3.300 0.638 1.646
H -4.228 -0.078 -0.179
H -3.155 -1.262 0.612
H -4.755 -0.918 1.227
H -2.428 1.150 1.247
H -3.037 0.274 2.638
H -4.009 1.468 1.707
*
```

Results of the natural (NBO) charge analysis, in e, for atoms 1 through 5: number 1, C, carries -0.5927; number 2, C, carries -0.4323; number 3, C, carries 0.0999; number 4, C, carries -0.1274; number 5, N, carries -0.5147


--- two ---
2 unconnected molecules or ions with the total composition C7H14N2, computed with wB97M-V/def2-TZVPD.

Calculated values
HOMO-LUMO gap = 9.46 eV
HOMO = -8.583 eV
SMILES string = Cc1c[nH]cn1.CCC

```
! RIJCOSX wB97M-V def2-TZVPD def2/J DEFGRID3
* xyz 0 1
C 1.441 1.412 -2.507
C 1.897 0.548 -1.388
C 1.138 -0.188 -0.491
N 2.013 -0.514 0.591
C 3.255 0.037 0.248
N 3.203 0.725 -0.900
H 0.382 1.067 -2.771
H 2.011 1.283 -3.520
H 1.368 2.575 -2.231
H 0.201 -0.550 -0.361
H 1.440 -1.129 1.184
H 4.100 -0.222 0.828
C -1.570 -1.687 1.054
C -2.320 -0.542 0.536
C -2.209 0.815 1.327
H -1.961 -2.672 1.065
H -1.621 -1.548 2.118
H -0.566 -1.818 0.600
H -2.089 -0.169 -0.559
H -3.480 -0.813 0.697
H -1.347 1.472 1.117
H -3.038 1.402 0.961
H -2.247 0.516 2.401
*
```

Results of the natural (NBO) charge analysis, in e, for atoms 1 through 5: number 1, C, carries -0.6379; number 2, C, carries 0.0744; number 3, C, carries -0.1096; number 4, N, carries -0.5670; number 5, C, carries 0.1823


--- three ---
2 unconnected molecules or ions with the total composition C7H14N2, computed with wB97M-V/def2-TZVPD.

Calculated values
HOMO-LUMO gap = 8.62 eV
HOMO = -8.600 eV
SMILES string = [H]/N=C(/C)CC.CC=C=N

```
! RIJCOSX wB97M-V def2-TZVPD def2/J DEFGRID3
* xyz 0 1
H -0.949 2.288 0.186
N -1.022 1.744 -0.674
C -1.070 0.480 -0.466
C -1.284 -0.384 -1.684
C -1.787 -0.037 0.881
C -1.598 -1.488 1.210
H -2.307 -0.260 -2.042
H -0.616 -0.052 -2.476
H -1.120 -1.435 -1.459
H -1.403 0.600 1.680
H -2.840 0.200 0.714
H -0.511 -1.741 1.076
H -2.181 -2.141 0.564
H -1.833 -1.688 2.255
C 3.280 1.039 0.198
C 1.797 1.048 -0.023
C 1.105 -0.066 -0.044
N 1.057 -1.298 0.212
H 3.609 0.072 0.570
H 3.810 1.256 -0.731
H 3.560 1.811 0.916
H 1.315 1.980 -0.278
H 0.988 -1.926 -0.585
*
```

Results of the natural (NBO) charge analysis, in e, for atoms 1 through 5: number 1, H, carries 0.3311; number 2, N, carries -0.6267; number 3, C, carries 0.3091; number 4, C, carries -0.6872; number 5, C, carries -0.4567


--- four ---
2 unconnected molecules or ions with the total composition C7H14N2, computed with wB97M-V/def2-TZVPD.

Calculated values
HOMO-LUMO gap = 9.64 eV
HOMO = -8.726 eV
SMILES string = CCc1c[nH]cn1.CC

```
! RIJCOSX wB97M-V def2-TZVPD def2/J DEFGRID3
* xyz 0 1
C 0.757 0.948 -2.020
C 0.058 1.937 -1.055
C -0.456 1.193 0.143
C -1.753 1.132 0.575
N -1.698 0.377 1.737
C -0.396 0.155 2.005
N 0.387 0.630 1.075
H 0.112 0.077 -2.092
H 1.749 0.720 -1.651
H 0.791 1.353 -3.034
H 0.792 2.661 -0.700
H -0.776 2.418 -1.546
H -2.657 1.159 0.001
H -2.407 0.368 2.455
H 0.010 -0.528 2.737
C 1.747 -2.175 -0.466
C 0.646 -3.084 -1.050
H 1.801 -2.358 0.615
H 2.736 -2.513 -0.785
H 1.590 -1.122 -0.617
H -0.100 -2.474 -1.564
H 0.049 -3.509 -0.242
H 1.001 -3.920 -1.633
*
```

Results of the natural (NBO) charge analysis, in e, for atoms 1 through 5: number 1, C, carries -0.5998; number 2, C, carries -0.4231; number 3, C, carries 0.1152; number 4, C, carries -0.1420; number 5, N, carries -0.5266


Of them, the most stable is one and the least stable is three.